Entry 1:
{"formula": "C37H38N7O5S4V", "method": "ωB97M-V/def2-TZVPD", "species": ["V", "N", "C", "C", "C", "C", "C", "N", "C", "C", "C", "C", "C", "N", "H", "H", "H", "H", "H", "H", "H", "H", "H", "N", "C", "C", "C", "C", "C", "C", "S", "O", "O", "N", "C", "N", "C", "C", "C", "N", "H", "H", "H", "H", "H", "H", "H", "H", "H", "C", "C", "C", "O", "H", "H", "H", "H", "H", "H", "H", "O", "S", "C", "C", "C", "C", "C", "C", "C", "C", "C", "C", "C", "C", "H", "H", "H", "H", "H", "H", "H", "H", "H", "H", "C", "O", "C", "S", "S", "H", "H", "H"], "coordinates": [[0.375, 0.690, 0.172], [2.196, 1.377, 2.703], [1.123, 0.602, 3.015], [0.964, 0.198, 4.353], [-0.101, -0.593, 4.713], [-0.989, -1.000, 3.720], [-0.785, -0.558, 2.434], [0.227, 0.258, 2.065], [2.659, 1.885, 1.470], [3.576, 2.919, 1.532], [3.802, 3.652, 0.334], [3.335, 3.178, -0.840], [2.854, 1.760, -0.867], [2.132, 1.408, 0.342], [2.740, 1.687, 3.486], [1.693, 0.521, 5.087], [-0.245, -0.886, 5.745], [-1.842, -1.629, 3.935], [-1.486, -0.845, 1.667], [3.998, 3.235, 2.478], [4.279, 4.624, 0.398], [3.368, 3.744, -1.763], [2.192, 1.574, -1.713], [-5.753, 3.670, 4.656], [-5.230, 2.878, 3.631], [-3.982, 2.272, 3.770], [-3.485, 1.461, 2.765], [-4.223, 1.249, 1.613], [-5.466, 1.838, 1.467], [-5.971, 2.643, 2.471], [-3.530, 0.277, 0.281], [-3.407, -1.088, 0.763], [-4.371, 0.449, -0.872], [-2.000, 0.786, 0.097], [-1.762, 2.104, -0.056], [-0.439, 2.428, 0.046], [-0.085, 3.690, -0.177], [-1.019, 4.670, -0.460], [-2.345, 4.266, -0.482], [-2.725, 3.015, -0.274], [-5.070, 4.064, 5.280], [-6.449, 4.336, 4.368], [-3.394, 2.446, 4.664], [-2.508, 1.006, 2.864], [-6.006, 1.676, 0.543], [-6.942, 3.110, 2.353], [0.977, 3.904, -0.122], [-0.727, 5.691, -0.653], [-3.149, 4.970, -0.679], [4.301, 1.200, -3.386], [4.333, 0.262, -2.181], [3.478, -0.980, -2.413], [4.012, 0.885, -0.949], [4.835, 0.742, -4.221], [4.785, 2.147, -3.144], [3.282, 1.409, -3.709], [5.372, -0.055, -2.032], [2.419, -0.721, -2.369], [3.679, -1.721, -1.637], [3.696, -1.421, -3.389], [1.004, -1.315, -0.051], [-0.222, -1.958, -0.639], [0.445, -3.169, -1.805], [1.661, -3.774, -1.526], [2.177, -4.705, -2.409], [1.482, -5.018, -3.573], [0.284, -4.381, -3.859], [-0.238, -3.446, -2.975], [-0.624, -3.241, 0.594], [-1.861, -3.865, 0.540], [-2.194, -4.801, 1.506], [-1.295, -5.106, 2.520], [-0.063, -4.468, 2.572], [0.271, -3.524, 1.613], [2.199, -3.487, -0.631], [3.127, -5.179, -2.199], [1.886, -5.748, -4.263], [-0.239, -4.599, -4.782], [-1.156, -2.917, -3.200], [-2.565, -3.587, -0.236], [-3.163, -5.284, 1.480], [-1.563, -5.827, 3.282], [0.633, -4.695, 3.370], [1.207, -2.980, 1.660], [1.353, -0.655, -5.821], [0.862, -0.596, -4.489], [0.488, 0.592, -3.954], [0.654, 2.030, -4.760], [-0.166, 0.392, -2.391], [1.858, -1.616, -5.909], [2.041, 0.164, -6.025], [0.525, -0.598, -6.532]], "lowdin_spin": [2.564, 0.012, 0.030, -0.002, 0.032, -0.001, 0.035, 0.009, 0.018, 0.023, 0.007, 0.022, 0.014, 0.012, 0.000, -0.001, 0.002, -0.001, 0.002, 0.002, 0.000, 0.001, 0.002, 0.000, 0.000, 0.000, 0.000, 0.000, 0.000, 0.000, 0.003, 0.001, 0.001, 0.016, 0.028, 0.002, 0.036, 0.001, 0.038, 0.000, 0.000, 0.000, 0.000, 0.000, 0.000, 0.000, 0.002, -0.001, 0.002, 0.000, 0.000, 0.000, 0.004, 0.000, 0.000, 0.000, 0.000, 0.000, 0.000, 0.000, 0.034, 0.014, 0.004, 0.001, 0.000, 0.000, 0.000, 0.001, 0.002, 0.000, 0.000, 0.000, 0.000, 0.001, 0.000, 0.000, 0.000, 0.000, 0.000, 0.000, 0.000, 0.000, 0.000, 0.000, 0.000, 0.000, 0.005, -0.001, 0.016, 0.000, 0.000, 0.000], "multiplicity": 4, "homo_lumo_gap_ev": [5.717, 6.351], "relative_energy_kcal_mol": 17.9, "total_charge": -1, "homo_ev": [-3.36, -4.00], "s_squared": 3.77}



Entry 2:
{"formula": "C37H39BFeN5O3PS2Se2", "method": "ωB97M-V/def2-TZVPD", "species": ["Fe", "Se", "P", "Se", "C", "C", "C", "C", "C", "C", "C", "C", "C", "C", "C", "C", "H", "H", "H", "H", "H", "H", "H", "H", "H", "H", "O", "C", "C", "C", "C", "N", "C", "C", "C", "C", "C", "C", "O", "C", "C", "N", "H", "H", "H", "H", "H", "H", "H", "H", "H", "H", "H", "H", "S", "C", "C", "C", "N", "C", "C", "C", "C", "C", "N", "C", "C", "H", "H", "H", "H", "H", "H", "H", "H", "B", "C", "N", "H", "H", "H", "C", "S", "C", "O", "H", "H", "H", "H", "H", "H"], "coordinates": [[-0.177, -0.028, -0.043], [-0.112, -0.168, 2.479], [0.537, 1.807, 3.155], [2.373, 2.615, 2.284], [0.778, 1.627, 4.942], [2.045, 1.580, 5.509], [2.183, 1.310, 6.863], [1.059, 1.084, 7.644], [-0.209, 1.156, 7.080], [-0.354, 1.424, 5.730], [-0.785, 3.028, 2.981], [-1.985, 2.722, 2.356], [-2.985, 3.682, 2.289], [-2.782, 4.939, 2.840], [-1.576, 5.244, 3.460], [-0.574, 4.292, 3.530], [2.923, 1.763, 4.902], [3.168, 1.276, 7.308], [1.169, 0.849, 8.694], [-1.085, 1.002, 7.696], [-1.341, 1.475, 5.286], [-2.140, 1.738, 1.933], [-3.926, 3.446, 1.809], [-3.565, 5.684, 2.792], [-1.416, 6.225, 3.886], [0.370, 4.528, 4.006], [6.522, 0.457, -2.442], [6.284, 0.318, -1.058], [4.815, 0.105, -0.824], [4.340, -0.188, 0.448], [2.978, -0.337, 0.628], [2.098, -0.235, -0.365], [2.551, 0.004, -1.600], [3.900, 0.192, -1.861], [1.519, 0.018, -2.671], [1.821, 0.207, -4.011], [0.803, 0.169, -4.953], [1.115, 0.360, -6.419], [2.224, 1.205, -6.644], [-0.493, -0.061, -4.513], [-0.710, -0.244, -3.159], [0.269, -0.206, -2.261], [7.456, 0.635, -2.586], [6.591, 1.214, -0.508], [6.833, -0.533, -0.639], [5.011, -0.289, 1.291], [2.567, -0.546, 1.609], [4.262, 0.401, -2.855], [2.832, 0.388, -4.344], [0.222, 0.710, -6.944], [1.391, -0.606, -6.847], [1.985, 2.111, -6.422], [-1.321, -0.096, -5.210], [-1.705, -0.431, -2.772], [-7.016, 0.216, -0.257], [-5.232, 0.144, -0.210], [-4.568, -0.988, 0.246], [-3.187, -1.002, 0.222], [-2.456, 0.026, -0.217], [-3.096, 1.125, -0.622], [-4.477, 1.229, -0.632], [-7.241, -1.002, -1.554], [-7.476, -2.334, -1.253], [-7.561, -3.235, -2.307], [-7.436, -2.886, -3.584], [-7.247, -1.598, -3.857], [-7.144, -0.615, -2.882], [-5.117, -1.843, 0.616], [-2.637, -1.861, 0.579], [-2.472, 1.945, -0.954], [-4.958, 2.136, -0.973], [-7.603, -2.662, -0.231], [-7.735, -4.287, -2.115], [-7.172, -1.338, -4.907], [-6.992, 0.422, -3.148], [0.706, 4.539, 0.254], [0.110, 3.148, -0.132], [-0.204, 2.054, -0.297], [-0.150, 5.314, 0.586], [1.373, 4.248, 1.297], [1.493, 4.909, -0.576], [1.365, -4.047, 0.811], [-0.307, -3.404, 0.753], [-1.049, -4.748, -0.178], [-0.264, -2.247, -0.213], [1.688, -4.315, -0.193], [1.376, -4.912, 1.475], [1.996, -3.260, 1.220], [-1.150, -5.609, 0.483], [-0.426, -4.984, -1.039], [-2.031, -4.410, -0.501]], "lowdin_spin": [3.736, 0.050, 0.059, 0.588, 0.009, 0.013, 0.001, 0.001, 0.000, 0.001, 0.010, 0.002, 0.001, 0.000, 0.000, 0.000, 0.013, 0.000, 0.000, 0.000, 0.000, 0.000, 0.000, 0.000, 0.000, 0.000, 0.000, 0.000, 0.002, 0.004, 0.009, 0.033, 0.005, 0.001, 0.003, 0.001, 0.000, 0.000, 0.000, 0.001, 0.003, 0.030, 0.000, 0.000, 0.000, 0.000, 0.004, 0.000, 0.000, 0.000, 0.000, 0.000, 0.000, 0.000, 0.000, 0.000, 0.001, 0.003, 0.032, 0.004, 0.001, 0.000, 0.000, 0.000, 0.000, 0.000, 0.000, 0.000, 0.000, 0.000, 0.000, 0.000, 0.000, 0.000, 0.000, 0.146, 0.039, 0.039, 0.017, 0.088, 0.010, 0.001, 0.005, 0.003, 0.030, 0.000, 0.000, 0.000, 0.001, 0.000, 0.000], "multiplicity": 6, "homo_lumo_gap_ev": [8.014, 6.468], "total_charge": 1, "homo_ev": [-10.47, -10.56], "s_squared": 8.76}



Number 1: electronic energy -4729.08364 a.u., maximum force 0.0620 Eh/bohr. Number 2: electronic energy -9161.85768 a.u., maximum force 0.0158 Eh/bohr.